# 1
DFT (the ωB97M-V functional and the def2-TZVPD basis) results for a molecular structure, C14H18BeBr2N3O.

Results
2S+1: 1
LUMO energy (eV): -3.44
E_HOMO (eV): -10.834
Charge: +1

Each line ends with the Mulliken charge.
Element x y z (Å)
Be (0.3621, 0.4791, -0.4126)  -0.289
N (0.3946, 0.4214, 1.4023)  -0.184
C (1.7126, 0.8207, 1.9424)  -0.696
C (1.7992, 2.3296, 2.1069)  -0.806
C (1.8830, 3.1280, 0.8052)  -0.511
C (0.5893, 3.2305, -0.0021)  -0.820
N (0.4697, 2.1281, -0.9840)  -0.205
H (-0.3182, 0.9038, 1.9443)  0.330
H (0.2597, -0.5661, 1.6095)  0.368
H (2.4774, 0.4726, 1.2505)  0.348
H (1.8773, 0.3439, 2.9121)  0.445
H (2.7010, 2.5379, 2.6823)  0.359
H (0.9474, 2.6784, 2.6963)  0.353
H (2.6631, 2.7021, 0.1761)  0.347
H (2.1926, 4.1401, 1.0603)  0.346
H (0.5672, 4.1866, -0.5351)  0.512
H (-0.2777, 3.2059, 0.6610)  0.309
H (1.3193, 2.1353, -1.5462)  0.330
H (-0.2763, 2.3584, -1.6337)  0.362
C (-2.9879, 0.8893, -0.7646)  -1.430
C (-2.3437, -0.4564, -0.7715)  1.113
C (-3.1154, -1.6300, -0.7949)  -0.827
C (-2.5207, -2.8671, -0.8093)  -0.753
C (-1.1176, -2.9591, -0.8249)  0.627
C (-0.3361, -4.1368, -0.8109)  -0.136
Br (-1.2001, -5.8246, -0.7211)  -0.181
C (1.0379, -4.0772, -0.8377)  -0.379
C (1.7039, -2.8487, -0.8725)  -0.348
Br (3.5949, -2.7614, -0.8212)  -0.124
C (0.9972, -1.6556, -0.8727)  0.363
O (1.5162, -0.4572, -0.8719)  -0.647
C (-0.4148, -1.7320, -0.8301)  0.560
N (-1.0238, -0.5226, -0.7718)  0.065
H (-4.0679, 0.7976, -0.7010)  0.421
H (-2.7495, 1.4229, -1.6827)  0.278
H (-2.6268, 1.4801, 0.0732)  0.255
H (-4.1894, -1.5454, -0.8017)  0.401
H (-3.1193, -3.7643, -0.8162)  0.392
H (1.6211, -4.9860, -0.8303)  0.451

# 2
DFT (the ωB97M-V functional and the def2-TZVPD basis) results for 2 unconnected molecules or ions with the total composition C2H3NO3S.

Results
2S+1: 1
LUMO energy (alpha / beta) (eV): -0.72 / -0.72
E_HOMO (alpha / beta) (eV): -9.800 / -9.798

Each line ends with the Mulliken charge.
Element x y z (Å)
C (2.0042, -1.2583, 0.0782)  0.682
C (-0.0474, -0.0200, 0.0441)  -0.565
N (4.1292, -0.9203, 0.5863)  -0.353
O (1.7421, -2.4143, -0.1126)  -0.375
O (5.2420, 1.1756, 0.0472)  -0.490
O (1.4681, -0.0906, 0.1845)  -0.229
S (4.1887, 0.2514, -0.3582)  0.513
H (-0.4007, -1.0465, -0.0154)  0.335
H (-0.1402, 0.5478, -0.9293)  0.244
H (-0.5296, 0.5211, 0.8581)  0.238